Record 1
# C4H9N4S

A cluster of 2 separate species, C4H9N4S in total at a distorted geometry (ωB97M-V with the def2-TZVPD basis set, OMol25).

Each line ends with the natural charge from an NBO analysis.
Cartesian coordinates (Å):
C -0.61523 -0.00387 -1.19687  0.36
C 1.72949 1.15903 -1.26649  0.38
C 0.64716 0.40265 -1.99508  -0.57
C 0.59577 -0.05966 0.74455  0.43
N -0.43939 -0.24172 0.06031  -0.41
N 2.33189 1.90272 -2.09167  -0.60
N 1.93588 0.87407 0.07691  -0.22
N 2.52766 1.86267 0.83250  -0.59
S -4.58313 -2.80563 1.84039  -0.32
H -1.50912 0.02270 -1.60161  0.21
H 1.06314 -0.55870 -2.46049  0.30
H 0.40601 1.09812 -2.86768  0.32
H 0.81883 -0.74730 1.56954  0.25
H 3.15334 2.41697 -1.78488  0.36
H 3.37018 1.52897 1.29933  0.39
H 2.76477 2.67179 0.28505  0.38
H -4.29511 -4.00123 1.29766  0.15
H -5.37145 -3.19029 2.86661  0.17

Output
- LUMO energy (spin up / spin down): -7.01 / -7.03 eV
- Net charge: +1
- Kohn-Sham gap (spin up / spin down): 4.88 / 4.86 eV
- E_HOMO (spin up / spin down): -11.8931 / -11.8930 eV
- F_max: 6.6 eV Å⁻¹
- ΔE to the lowest compared entry with this formula, charge and spin: 6.229 eV
- E: -21077.5293 eV

---

Record 2
# C4H6ClNO3

A cluster of 2 separate species, C4H6ClNO3 in total at a distorted geometry (ωB97M-V with the def2-TZVPD basis set, OMol25).

Each line ends with the natural charge from an NBO analysis.
Cartesian coordinates (Å):
C 0.54466 -0.46003 -0.53780  0.34
C 2.54053 0.13546 -1.11070  -0.10
C -2.36286 0.88940 0.10927  -0.65
C -1.40519 -0.10852 0.82096  -0.06
N 2.92631 -0.79105 -0.16489  0.41
O 1.98127 -1.59311 0.22548  -0.44
O 4.06273 -0.95556 0.17156  -0.35
O -0.07215 0.17332 0.41388  -0.48
Cl 2.77657 1.71892 -0.87187  0.09
H 0.07240 -1.22041 -1.18328  0.17
H -3.33858 1.06267 0.60191  0.23
H -1.97670 1.85675 -0.24260  0.24
H -2.66628 0.35936 -0.80370  0.21
H -1.67336 -1.09405 0.59385  0.19
H -1.40936 0.02685 1.97793  0.20

Output
- LUMO energy (spin up / spin down): 0.15 / 0.15 eV
- Net charge: 0
- Kohn-Sham gap (spin up / spin down): 8.50 / 8.50 eV
- E_HOMO (spin up / spin down): -8.3526 / -8.3523 eV
- F_max: 5.1 eV Å⁻¹
- ΔE to the lowest compared entry with this formula, charge and spin: 8.459 eV
- E: -24391.6234 eV

---

Record 3
# C5H11NO

The molecule C5H11NO (ωB97M-V with the def2-TZVPD basis set, OMol25).

Each line ends with the natural charge from an NBO analysis.
Cartesian coordinates (Å):
C -2.27660 -0.30826 -0.69335  -0.61
C -1.52909 0.82002 0.01167  -0.41
C -0.59124 0.32261 1.11367  -0.22
N 0.55993 -0.39813 0.59552  -0.62
C 1.64183 0.28305 0.12137  0.67
C 2.75110 -0.55395 -0.48490  -0.71
O 1.71818 1.50079 0.17914  -0.63
H -2.90699 0.07376 -1.50289  0.22
H -1.58057 -1.03274 -1.13295  0.20
H -2.92615 -0.84836 0.00706  0.20
H -0.92851 1.39387 -0.70376  0.22
H -2.24726 1.52278 0.45271  0.20
H -0.20527 1.17200 1.68361  0.23
H -1.12640 -0.33864 1.80586  0.19
H 0.51317 -1.39784 0.48400  0.40
H 2.88808 -0.24079 -1.52366  0.24
H 2.56355 -1.63146 -0.45884  0.20
H 3.68227 -0.33872 0.04574  0.24

Output
- LUMO energy: 0.88 eV
- Net charge: 0
- Kohn-Sham gap: 10.46 eV
- SMILES: CCCNC(C)=O
- E_HOMO: -9.5829 eV
- F_max: 0.3 eV Å⁻¹
- ΔE to the lowest compared entry with this formula, charge and spin: 0.030 eV
- E: -8901.6669 eV

---

Record 4
# C3H6N2O

The molecule C3H6N2O at a distorted geometry (ωB97M-V with the def2-TZVPD basis set, OMol25).

Each line ends with the natural charge from an NBO analysis.
Cartesian coordinates (Å):
C 2.39167 0.35874 -0.12495  -0.48
C 1.07541 0.17855 0.21294  0.12
C -1.06608 -1.09478 0.03770  0.22
N -1.88436 1.19265 -0.09150  -0.63
N -1.90582 -0.09973 -0.03644  -0.23
O 0.34777 -0.97692 -0.15096  -0.52
H 3.04516 1.22035 0.09910  0.23
H 0.66325 0.72704 1.00231  0.18
H -1.47860 -2.15059 0.25940  0.20
H 2.66145 -0.42078 -0.81447  0.21
H -1.03732 1.51632 -0.55284  0.32
H -2.81254 -0.45086 0.15971  0.39

Output
- LUMO energy (spin up / spin down): 0.78 / 0.78 eV
- Net charge: 0
- Kohn-Sham gap (spin up / spin down): 8.52 / 8.52 eV
- E_HOMO (spin up / spin down): -7.7430 / -7.7449 eV
- F_max: 3.1 eV Å⁻¹
- ΔE to the lowest compared entry with this formula, charge and spin: 5.156 eV
- E: -8231.5432 eV

---

Record 5
# C17H29N2Y

A structure of composition C17H29N2Y at a distorted geometry (ωB97M-V with the def2-TZVPD basis set, OMol25).

Each line ends with the Löwdin charge.
Cartesian coordinates (Å):
C 1.43910 2.16290 -1.19677  -0.35
H 2.20751 2.52293 -0.44711  0.10
H 1.84903 1.69928 -2.09628  0.07
H 1.22276 -0.16732 1.72254  0.08
C 0.16810 2.90953 -1.08266  -0.37
H -0.75483 2.43776 -1.47766  0.12
H -0.00202 3.22210 -0.01273  0.11
C 0.61358 4.09265 -1.95230  -0.08
H -0.17018 4.83895 -2.04515  0.08
H 1.49156 4.55834 -1.48449  0.10
H 0.87139 3.70700 -2.94661  0.10
C -0.97044 -1.70232 -0.13609  -0.26
C -1.62823 -0.96300 -1.15395  -0.23
C -0.65299 -0.53789 -2.10414  -0.26
C 0.62405 -1.04844 -1.69425  -0.34
C 0.43374 -1.75150 -0.44642  -0.34
C 1.44272 -2.61855 0.21080  -0.04
C 1.86034 -1.07065 -2.51447  -0.04
C -0.91937 0.17578 -3.38195  -0.02
C -3.09078 -0.70924 -1.23040  -0.02
C -1.62572 -2.40380 0.99639  -0.03
Y 0.52075 0.75660 0.11669  1.45
H 2.75729 -1.23429 -1.90888  0.08
H 1.79747 -1.89039 -3.25106  0.11
H 2.00977 -0.14333 -3.07868  0.07
H 2.46211 -2.30771 -0.03839  0.08
H 1.34778 -2.61417 1.30173  0.05
H 1.31432 -3.65905 -0.12537  0.12
H -2.54287 -1.88301 1.28933  0.08
H -1.90409 -3.43935 0.74891  0.11
H -0.97550 -2.44601 1.87518  0.06
H -3.29643 0.16957 -1.84560  0.08
H -3.66400 -1.54364 -1.65868  0.11
H -3.49440 -0.52318 -0.23065  0.08
H -0.13838 0.91238 -3.59980  0.08
H -0.96904 -0.50325 -4.24587  0.11
H -1.86915 0.71587 -3.33640  0.08
C -0.96764 1.72020 5.18914  0.05
N -0.29710 0.91108 4.17972  -0.05
C 0.40953 -0.24632 4.48097  0.04
C 0.84982 -0.78883 3.35738  0.00
N 0.49283 0.07830 2.34135  -0.03
C -0.23251 1.14754 2.86646  0.01
H -1.73195 1.13241 5.71220  0.13
H -0.26419 2.08595 5.94852  0.13
H -1.44332 2.57034 4.70821  0.11
H 0.54450 -0.65659 5.46436  0.16
H 1.53787 -1.57429 3.04982  0.15
H -0.73672 1.99778 2.38032  0.17

Output
- LUMO energy: -8.10 eV
- Net charge: +2
- Kohn-Sham gap: 5.49 eV
- E_HOMO: -13.5909 eV
- F_max: 5.4 eV Å⁻¹
- ΔE to the lowest compared entry with this formula, charge and spin: 6.966 eV
- E: -22102.8512 eV

---

Record 6
# C2H2LiO2Zn

A structure of composition C2H2LiO2Zn at a distorted geometry (ωB97M-V with the def2-TZVPD basis set, OMol25).

Each line ends with the natural charge from an NBO analysis.
Cartesian coordinates (Å):
C 1.26037 -0.24425 0.53712  0.66
C 0.42541 0.71363 -0.18361  -0.12
O -0.81382 0.35608 -0.52953  -0.82
O 1.24241 -1.51550 0.21237  -0.29
H 1.45202 0.59433 -0.89976  0.33
Zn -2.70819 -0.78693 -0.06968  0.24
Li -1.45533 -0.84055 0.67342  0.75
H 0.59712 1.72318 0.25968  0.25

Output
- LUMO energy (spin up / spin down): -8.57 / -8.57 eV
- Net charge: +1
- Kohn-Sham gap (spin up / spin down): 4.57 / 4.57 eV
- E_HOMO (spin up / spin down): -13.1387 / -13.1388 eV
- F_max: 15.3 eV Å⁻¹
- ΔE to the lowest compared entry with this formula, charge and spin: 9.079 eV
- E: -54807.6251 eV

---

Record 7
# C34H33Cl3LiN8SSi

A structure of composition C34H33Cl3LiN8SSi (ωB97M-V with the def2-TZVPD basis set, OMol25).

Each line ends with the Löwdin charge.
Cartesian coordinates (Å):
Li -0.26522 -0.71355 -0.02207  0.47
N 8.11942 -6.63542 0.37788  0.14
C 7.15985 -6.00215 0.33647  -0.18
C 5.94581 -5.19891 0.27986  -0.24
C 5.19410 -5.15517 -0.88952  -0.02
C 4.05882 -4.36098 -0.95380  -0.01
C 3.65468 -3.59412 0.14152  -0.16
C 4.40923 -3.66601 1.31358  -0.02
C 5.54321 -4.45971 1.38680  -0.02
C 2.45948 -2.68391 0.04837  -0.04
C 2.66894 -1.33658 0.39235  -0.28
C 3.93729 -0.70684 0.60108  -0.06
C 3.67095 0.58856 0.98675  -0.10
C 2.25134 0.70022 1.00955  -0.19
N 1.64141 -0.41758 0.63514  0.00
C 1.26532 -3.25262 -0.41287  -0.28
C 1.03945 -4.65102 -0.62316  -0.06
C -0.16187 -4.76094 -1.28179  -0.08
C -0.62978 -3.42656 -1.45202  -0.19
N 0.17698 -2.52222 -0.91086  0.01
H 5.50555 -5.74111 -1.74616  0.12
H 3.48456 -4.30937 -1.87034  0.13
H 4.08758 -3.09825 2.17881  0.13
H 6.12186 -4.50788 2.30024  0.12
H 4.91208 -1.14892 0.43105  0.10
H 4.38519 1.36815 1.23026  0.08
H 1.67485 1.56125 1.31453  0.06
H 1.67941 -5.45748 -0.28829  0.11
H -0.66047 -5.66447 -1.61170  0.09
H -1.51590 -3.12778 -1.99971  0.09
Cl -3.24489 3.10000 0.31590  0.10
Si -1.69940 1.63316 0.12755  -0.10
Cl -1.30702 1.20750 2.22083  0.10
Cl -5.20673 0.89457 -1.55322  -0.35
C -2.93099 -2.63583 1.58787  -0.18
N -4.07728 -3.56309 1.53216  -0.09
C -4.38572 -3.79796 0.10867  -0.19
N -4.70004 -2.56516 -0.61554  -0.08
C -3.55158 -1.63802 -0.50864  -0.23
N -3.19884 -1.36376 0.90756  -0.11
C -4.38018 -0.73112 1.52949  -0.20
N -5.56618 -1.61443 1.46565  -0.08
C -5.23764 -2.87782 2.13208  -0.20
C -5.84536 -1.89885 0.03785  -0.20
H -2.06809 -3.11982 1.12233  0.11
H -2.69911 -2.43310 2.63690  0.12
H -5.23760 -4.48016 0.04412  0.11
H -3.51819 -4.27417 -0.35407  0.11
H -3.81406 -0.69697 -1.00082  -0.04
H -2.68771 -2.07469 -1.00248  0.07
H -4.59963 0.19858 0.99877  0.06
H -4.15523 -0.51178 2.57547  0.11
H -6.10058 -3.54297 2.07224  0.11
H -5.01915 -2.68026 3.18307  0.11
H -6.03982 -0.95766 -0.48255  0.00
H -6.72515 -2.54791 -0.02711  0.11
N -0.26210 2.95705 0.18404  -0.52
S -0.14015 3.93525 -1.07342  1.05
C 1.57969 4.32347 -1.21997  -0.38
C 2.31646 4.84675 -0.16987  -0.07
C 3.68453 4.99365 -0.31897  -0.07
C 4.30693 4.61373 -1.50609  -0.07
C 3.55888 4.09574 -2.55256  -0.07
C 2.18357 3.94580 -2.41027  -0.07
C -0.86502 5.52053 -0.72705  -0.41
C -0.75698 6.12067 0.51732  -0.08
C -1.41350 7.31781 0.74251  -0.06
C -2.18341 7.89477 -0.26526  -0.07
C -2.30163 7.27249 -1.49997  -0.06
C -1.64188 6.07369 -1.73462  -0.08
H -0.06342 3.36828 1.09785  0.02
H 1.84170 5.12831 0.76496  0.10
H 4.27048 5.39732 0.50026  0.11
H 5.38220 4.71422 -1.60822  0.11
H 4.04275 3.79246 -3.47464  0.11
H 1.58537 3.51878 -3.21111  0.11
H -0.20421 5.65201 1.32589  0.10
H -1.34282 7.79107 1.71538  0.11
H -2.70952 8.82327 -0.07613  0.11
H -2.92720 7.70319 -2.27371  0.11
H -1.75860 5.55279 -2.68240  0.12

Output
- LUMO energy: 1.38 eV
- Net charge: -1
- Kohn-Sham gap: 5.65 eV
- E_HOMO: -4.2632 eV
- F_max: 0.8 eV Å⁻¹
- ΔE to the lowest compared entry with this formula, charge and spin: 2.072 eV
- E: -104203.8024 eV

---

Record 8
# C5H8O2

A structure of composition C5H8O2 (ωB97M-V with the def2-TZVPD basis set, OMol25).

Each line ends with the natural charge from an NBO analysis.
Cartesian coordinates (Å):
C 1.76850 -0.35741 0.65943  -0.54
C 0.33204 -1.30050 -0.27014  0.09
O -0.86783 -1.21868 0.34181  -0.50
C -1.57872 0.02986 0.41840  -0.11
C -1.11468 0.96423 -0.67848  -0.10
O 0.27172 1.21212 -0.51808  -0.51
C 1.03017 0.02658 -0.59375  -0.02
H 1.49904 0.20545 1.55489  0.23
H 2.82417 -0.63503 0.56808  0.24
H 1.26106 -1.59761 0.61274  0.27
H -1.39741 0.47907 1.40390  0.18
H -2.64297 -0.22262 0.32967  0.20
H -1.33174 0.52090 -1.66505  0.17
H -1.62002 1.93373 -0.61449  0.20
H 1.61525 -0.00799 -1.51886  0.19

Output
- LUMO energy: 1.00 eV
- Net charge: 0
- Kohn-Sham gap: 9.07 eV
- E_HOMO: -8.0676 eV
- F_max: 0.7 eV Å⁻¹
- ΔE to the lowest compared entry with this formula, charge and spin: 4.744 eV
- E: -9405.0885 eV